The following is a quantum chemistry calculation of a 12-piece molecular cluster, C36H72O36 overall at a distorted geometry, from the Open Molecules 2025 dataset.

Geometry as XYZ:
```
144
Properties=species:S:1:pos:R:3:forces:R:3:lowdin_charge:R:1
C -4.4177 21.5865 10.1881 0.10 -0.76 0.51 -0.005
O -5.3554 22.5983 10.5672 0.52 -0.84 0.59 0.017
C -5.9794 23.2195 9.5935 -0.44 0.97 -0.79 -0.628
O -5.7416 23.1295 8.4150 -0.21 -0.06 -0.09 0.121
O -6.8990 23.9971 10.1575 0.01 0.48 1.32 -0.011
C -7.8021 24.7750 9.3761 0.36 -1.67 -1.38 -0.027
H -3.3900 21.9275 10.2890 -0.04 0.39 -0.45 0.095
H -4.6480 21.1384 9.2269 0.13 0.44 -0.28 0.102
H -4.4842 20.7732 10.9095 -0.39 0.23 0.22 0.064
H -8.5182 24.0340 9.0038 -0.28 0.44 -0.19 0.100
H -7.2506 25.1554 8.5148 -0.25 0.39 0.09 0.095
H -8.3324 25.5250 9.9487 0.49 0.00 0.41 0.085
C -11.4444 24.6022 11.3421 1.34 1.40 0.86 -0.048
O -11.3742 23.2046 11.1577 -1.12 0.31 -0.40 0.027
C -10.2532 22.6231 11.5282 1.46 -0.24 -0.05 -0.613
O -9.2749 23.1678 11.9846 -0.44 -0.08 0.03 0.130
O -10.3510 21.3312 11.2412 -0.76 -0.25 -0.46 0.015
C -9.1974 20.5175 11.3570 0.71 0.04 0.66 -0.040
H -11.3534 24.8772 12.3968 -0.61 -0.34 0.14 0.101
H -12.3098 25.0662 10.8856 -0.32 -0.65 -0.04 0.095
H -10.5613 25.1319 10.9698 0.02 -0.45 -0.56 0.079
H -8.3593 20.8933 10.7675 -0.13 0.17 -0.07 0.105
H -9.4547 19.5137 11.0389 -0.26 0.11 -0.02 0.055
H -8.8876 20.4762 12.4015 0.04 -0.09 -0.03 0.095
C 0.2564 17.9967 13.6831 -0.37 -0.50 0.72 -0.023
O 1.6223 18.4162 13.6267 0.18 0.93 0.40 0.013
C 2.3169 18.0712 12.5530 -1.23 -0.70 -0.34 -0.645
O 1.8623 17.3946 11.6635 0.52 0.05 -0.46 0.121
O 3.5262 18.5823 12.6381 0.68 0.42 0.81 0.012
C 4.4578 18.4001 11.5921 -0.09 -0.53 -1.04 -0.043
H 0.2484 16.9242 13.8635 -0.29 -0.07 -0.45 0.092
H -0.3569 18.3014 12.8386 0.39 -0.21 -0.34 0.071
H -0.2117 18.4535 14.5542 0.43 0.21 0.09 0.096
H 4.6783 17.3566 11.3561 -0.25 -0.15 0.41 0.096
H 5.3907 18.8706 11.8815 -0.17 0.26 0.13 0.094
H 4.0617 18.8101 10.6619 0.11 0.28 0.06 0.095
C -11.3767 18.5437 9.0935 -0.71 -1.78 1.22 -0.054
O -12.0508 19.2745 8.0832 0.55 0.23 -0.21 0.034
C -13.3798 19.1436 8.1659 0.31 0.47 0.49 -0.618
O -13.9464 18.6125 9.0795 -0.63 -0.42 0.14 0.128
O -13.9222 19.7450 7.1295 0.55 0.30 -0.75 0.014
C -15.3279 19.7709 6.9614 -0.35 0.57 0.07 -0.033
H -11.7201 17.5066 9.0295 0.18 -0.09 -0.20 0.078
H -11.6859 18.7849 10.1108 0.06 0.74 -0.15 0.077
H -10.2929 18.5009 9.0701 0.00 0.80 -0.82 0.093
H -15.7706 18.8124 7.2190 -0.11 0.07 -0.06 0.098
H -15.4955 20.0740 5.9295 0.09 -0.52 -0.12 0.094
H -15.7685 20.5950 7.5281 0.07 -0.31 0.45 0.099
C -12.9747 16.9492 11.9791 -0.44 0.88 0.09 -0.006
O -12.5168 16.8673 13.3360 -0.05 -0.31 -0.20 -0.017
C -11.3213 17.4078 13.5713 -0.46 -0.21 1.03 -0.605
O -10.5899 17.9469 12.8011 0.19 0.09 -0.86 0.149
O -10.9865 17.2935 14.8593 0.98 0.52 0.13 0.011
C -11.8957 16.9346 15.8623 -1.67 -1.11 0.07 -0.062
H -13.0411 18.0075 11.7266 0.32 -0.10 -0.37 0.091
H -14.0054 16.6061 11.9546 0.16 -0.44 0.16 0.103
H -12.3283 16.3947 11.3045 0.01 0.05 -0.01 0.088
H -12.5037 16.0831 15.5331 0.23 -0.05 0.11 0.091
H -12.6418 17.6991 16.0974 0.42 0.36 -0.10 0.100
H -11.3743 16.6355 16.7671 0.36 0.25 -0.17 0.097
C -3.2563 18.6386 12.0162 0.55 0.70 1.00 -0.054
O -4.2195 17.7309 11.4969 0.18 0.01 -0.36 0.006
C -5.4798 17.9577 11.8150 -0.13 0.29 0.74 -0.590
O -5.8471 18.8501 12.5441 -0.57 -0.35 -0.39 0.107
O -6.2066 17.0029 11.2436 0.28 -0.27 -0.59 0.023
C -7.6127 16.9909 11.3337 -1.39 0.52 0.34 -0.041
H -3.6405 19.5984 12.3534 -0.54 -0.07 -0.52 0.063
H -2.5069 18.8308 11.2566 0.04 -0.28 -0.01 0.095
H -2.8294 18.2730 12.9540 0.22 -0.58 -0.33 0.087
H -7.9543 16.0293 11.7068 0.17 0.07 0.19 0.067
H -8.1345 17.1171 10.3808 0.71 -0.01 -0.37 0.091
H -8.0008 17.8041 11.9479 0.24 -0.18 0.36 0.081
C -1.9200 23.2025 13.7539 0.52 -0.44 0.37 0.005
O -0.9439 23.0420 12.7080 0.01 1.27 0.44 0.033
C -0.8545 21.8821 12.1333 0.85 -1.19 -0.40 -0.605
O -1.5967 20.9403 12.2685 -0.25 0.18 0.12 0.099
O 0.2756 21.8615 11.3907 -0.48 0.20 0.21 0.020
C 0.6012 20.6085 10.8113 0.47 -0.92 0.06 -0.031
H -1.7094 22.4960 14.5579 -0.21 -0.33 -0.22 0.107
H -2.9225 23.0639 13.3649 -0.06 0.18 0.04 0.089
H -1.7183 24.1699 14.2027 -0.32 0.27 -0.46 0.100
H 0.1330 19.7801 11.3410 -0.29 0.18 -0.16 0.068
H 1.6699 20.4251 10.9255 0.08 0.47 -0.04 0.091
H 0.3630 20.5646 9.7503 -0.21 0.17 0.03 0.103
C -4.4687 19.0759 15.9226 0.58 0.46 0.95 -0.023
O -4.6098 17.7250 16.3394 -0.41 -0.79 0.42 0.006
C -3.7242 16.8092 15.9494 -0.18 1.32 -0.23 -0.622
O -2.7370 17.0509 15.3095 0.54 -0.32 -0.37 0.114
O -4.1345 15.6388 16.3812 -0.99 -1.34 0.80 0.025
C -3.5045 14.4978 15.8142 0.91 0.11 -1.59 -0.029
H -5.4197 19.3601 15.4811 0.37 0.11 -0.54 0.089
H -3.5408 19.2077 15.3667 -0.49 -0.01 -0.62 0.089
H -4.3256 19.6876 16.8192 -0.20 -0.11 0.03 0.096
H -3.8036 13.4978 16.1196 -0.49 0.57 1.29 0.097
H -2.4286 14.6301 15.9103 0.03 -0.28 -0.13 0.099
H -3.7713 14.4493 14.7533 0.37 0.37 -0.13 0.077
C -6.6459 14.6776 13.5984 -1.04 -0.30 0.56 -0.006
O -6.9612 13.9108 14.7774 0.71 0.34 0.69 -0.001
C -7.1521 12.6051 14.6461 -0.79 0.59 -0.69 -0.633
O -7.2098 12.0209 13.5952 0.27 -0.46 0.05 0.122
O -7.4128 12.1096 15.8489 0.21 -0.14 0.33 0.010
C -7.7634 10.7333 15.8866 -0.05 -0.73 -0.53 -0.044
H -5.5735 14.7283 13.4318 -0.02 -0.23 -0.18 0.081
H -7.0375 15.6654 13.8304 0.15 0.07 -0.11 0.103
H -7.2348 14.2209 12.8062 0.48 0.22 -0.46 0.088
H -7.1026 10.1191 15.2729 0.28 0.21 0.13 0.096
H -8.7522 10.5527 15.4616 -0.15 0.28 0.22 0.095
H -7.7142 10.4087 16.9200 -0.06 0.15 0.05 0.094
C -4.6365 25.3570 15.9063 -0.24 -0.69 1.10 -0.045
O -4.9125 24.7082 14.6759 -0.31 1.20 -0.81 -0.003
C -5.1572 23.4014 14.7066 0.33 0.08 0.78 -0.661
O -4.7887 22.6809 15.5961 -0.08 -0.53 0.33 0.120
O -5.8303 23.0635 13.6360 -0.57 0.12 0.24 0.035
C -6.4533 21.7817 13.6326 -0.39 -1.08 -1.45 -0.031
H -3.5925 25.2401 16.1873 0.07 0.08 -0.02 0.091
H -5.2591 24.9070 16.6835 0.25 -0.19 0.07 0.097
H -4.9352 26.4020 15.9192 0.18 0.05 -0.84 0.092
H -5.7632 21.0145 13.2884 0.17 0.10 0.11 0.068
H -7.2352 21.8684 12.8800 0.18 0.16 -0.11 0.063
H -6.9690 21.3793 14.5054 0.49 0.86 0.67 0.107
C -10.7378 13.4616 13.3608 -0.12 -0.98 -0.63 -0.009
O -10.2237 14.2428 12.2808 0.48 1.03 1.09 -0.005
C -10.6416 14.0163 11.0611 -0.60 -0.05 -1.01 -0.619
O -11.3440 13.1137 10.6910 0.09 0.07 -0.03 0.146
O -10.1712 15.0226 10.2951 -0.06 0.10 0.85 -0.030
C -10.3805 15.0219 8.9071 0.98 -0.37 -1.35 -0.065
H -10.2833 13.8058 14.2830 0.17 0.16 -0.13 0.097
H -10.4710 12.4270 13.1425 -0.01 -0.08 0.37 0.100
H -11.8237 13.5126 13.4290 -0.02 0.24 -0.12 0.101
H -9.9109 15.9309 8.5298 -0.37 0.23 0.25 0.082
H -11.4057 14.9442 8.5472 -0.12 -0.01 0.50 0.102
H -9.7740 14.2495 8.4204 -0.34 -0.33 0.24 0.103
C -2.5798 14.9598 11.3828 -0.49 -0.32 -0.32 -0.022
O -1.4467 14.9578 12.2442 0.12 -0.24 0.44 0.004
C -0.3597 14.2856 11.8647 -0.42 -0.19 -0.93 -0.616
O -0.3096 13.4947 10.9570 0.16 -0.09 0.15 0.125
O 0.6479 14.6670 12.6236 0.01 -0.05 0.99 -0.008
C 1.8816 13.9887 12.4695 0.47 -0.69 0.07 -0.044
H -2.5440 14.2577 10.5492 0.83 0.29 -0.16 0.097
H -2.6736 15.9957 11.0832 -0.43 -0.14 -0.33 0.081
H -3.4804 14.5977 11.8838 0.17 0.47 0.65 0.084
H 1.8331 12.8994 12.5578 -0.70 0.02 -0.37 0.096
H 2.5023 14.2342 13.3290 0.05 0.72 -0.26 0.094
H 2.3119 14.2416 11.5048 0.27 0.10 0.12 0.100
```
Positions in Å, forces in eV/Å.

Charge: 0
E_LUMO: 0.49 eV
Highest occupied orbital energy: -10.499 eV
ΔE to the lowest compared entry with this formula, charge and spin: 32.50 kcal/mol
Kohn-Sham gap: 10.99 eV
Structure (SMILES): COC(=O)OC.COC(=O)OC.COC(=O)OC.COC(=O)OC.COC(=O)OC.COC(=O)OC.COC(=O)OC.COC(=O)OC.COC(=O)OC.COC(=O)OC.COC(=O)OC.COC(=O)OC